# 1
The following is a DFT calculation (ωB97M-V with the def2-TZVPD basis set) of C7H11NS as an isolated structure.

ORCA input file:
```
! RIJCOSX wB97M-V def2-TZVPD def2/J DEFGRID3
* xyz 0 1
C 0.514 1.600 -0.304
C -0.446 0.648 -0.397
C -0.004 -0.665 -0.186
C 1.864 -0.931 -0.514
C 2.224 -1.972 0.491
C -2.579 0.824 0.971
C -1.928 1.036 -0.390
N 2.089 -0.498 -1.672
S -0.840 -1.966 0.175
H 0.237 2.708 -0.212
H 1.653 1.420 -0.337
H 1.454 -2.626 0.598
H 3.122 -2.512 0.018
H 2.353 -1.427 1.525
H -2.642 -0.205 1.321
H -2.070 1.305 1.718
H -3.484 1.489 0.888
H -1.897 2.022 -0.698
H -2.610 0.522 -1.028
H 2.990 -0.774 -1.966
*
```

Summary:
HOMO-LUMO gap = 7.7 eV
DFT total energy = -19758.6812 eV
LUMO energy = -0.315 eV

***

# 2
The following is a DFT calculation (ωB97M-V with the def2-TZVPD basis set) of a 8-piece molecular cluster, F6H14O7P overall.

ORCA input file:
```
! RIJCOSX wB97M-V def2-TZVPD def2/J DEFGRID3
* xyz -1 1
P 0.089 0.144 -0.700
F 0.828 0.397 -2.076
F -0.328 -1.349 -1.286
F 1.411 -0.484 -0.077
F -0.808 -0.087 0.603
F 0.505 1.585 0.013
F -1.227 0.860 -1.315
O -0.110 3.201 2.582
H -0.347 2.321 2.289
H -0.397 3.236 3.494
O -0.239 -2.141 2.190
H 0.396 -2.851 2.281
H 0.240 -1.447 1.737
O -3.401 1.188 0.327
H -3.600 0.323 -0.032
H -2.446 1.208 0.388
O -1.225 -4.045 -2.641
H -1.797 -3.938 -1.881
H -0.369 -3.737 -2.342
O 1.512 -3.292 -2.010
H 1.397 -2.436 -1.597
H 2.428 -3.304 -2.287
O 2.388 0.966 1.976
H 1.896 0.507 1.295
H 3.143 1.336 1.519
O 0.136 4.038 -1.179
H 0.063 3.166 -0.792
H -0.135 4.634 -0.481
*
```

Summary:
HOMO-LUMO gap = 11.0 eV
DFT total energy = -40162.7467 eV
LUMO energy = 3.003 eV

***

# 3
The following is a DFT calculation (ωB97M-V with the def2-TZVPD basis set) of a 2-piece molecular cluster, C4H13NO overall.

ORCA input file:
```
! RIJCOSX wB97M-V def2-TZVPD def2/J DEFGRID3
* xyz 0 1
C 0.185 -1.941 2.648
N 0.420 -2.187 1.220
H -0.784 -1.457 2.765
H 0.191 -2.843 3.266
H 0.943 -1.261 3.030
H 0.055 -0.521 0.498
H -0.220 -2.883 0.882
H 1.345 -2.577 1.087
C -0.949 0.628 -0.732
O -0.077 0.430 0.362
C -0.197 1.051 -1.983
C 0.528 2.377 -1.810
H -1.674 1.399 -0.455
H -1.520 -0.285 -0.931
H -0.923 1.104 -2.801
H 0.514 0.263 -2.243
H 1.047 2.669 -2.722
H 1.247 2.298 -0.996
H -0.171 3.178 -1.557
*
```

Summary:
HOMO-LUMO gap = 10.4 eV
SMILES string = CCCO.CN
DFT total energy = -7896.1904 eV
LUMO energy = 0.932 eV

***

# 4
The following is a DFT calculation (ωB97M-V with the def2-TZVPD basis set) of an isolated ion of composition C3H9NO2P and charge +1.

ORCA input file:
```
! RIJCOSX wB97M-V def2-TZVPD def2/J DEFGRID3
* xyz 1 1
C -1.416 0.109 1.029
C 0.561 -1.229 0.435
C -0.303 0.540 -1.072
N -0.620 -0.518 -0.105
O 2.967 2.000 0.190
O 0.791 1.157 -0.507
P 2.320 1.500 -1.024
H -2.362 0.334 0.512
H -1.383 -0.625 1.888
H -0.892 0.966 1.308
H 0.428 -2.086 0.991
H 1.001 -1.573 -0.475
H 1.259 -0.479 0.763
H 0.060 0.052 -1.975
H -1.241 1.100 -1.355
H -1.171 -1.248 -0.603
*
```

Summary:
HOMO-LUMO gap = 10.6 eV
SMILES string = C[NH+](C)COP=O
DFT total energy = -18123.5649 eV
LUMO energy = -4.191 eV

***

The following energy relative to the best compared isomer or geometry (same formula, charge and spin) values (in kJ/mol) correspond, in order, to the records above: 379.1 49.3 45.4 38.1.
The following highest occupied orbital energy values (in hartree) correspond, in order, to the records above: -0.2937 -0.2929 -0.3483 -0.5449.